1.
Below is an isolated molecule of C4H7NO2, with properties calculated with ωB97M-V/def2-TZVPD.

**SMILES string**: C[C@@H](C=O)C(N)=O
**Frontier orbital gap**: 10.48 eV
**E**: -9846.8079 eV
**Energy above the lowest of the compared OMol25 structures with the same formula, charge and spin**: 10.9 kcal/mol
**Multiplicity**: 1
**E_LUMO**: 0.66 eV

Positions of all 14 atoms, in Å:
C -0.802 -1.113 0.358
C -0.417 0.225 -0.272
C -1.236 1.369 0.305
O -2.231 1.193 0.969
C 1.075 0.565 -0.197
O 1.479 1.687 0.059
N 1.917 -0.468 -0.472
H -0.419 -1.184 1.381
H -1.891 -1.191 0.407
H -0.426 -1.968 -0.214
H -0.668 0.213 -1.346
H -0.882 2.382 0.051
H 1.593 -1.409 -0.619
H 2.909 -0.299 -0.411

The Löwdin scheme yields these atomic charges, measured in e:
1 C -0.061
2 C -0.250
3 C -0.210
4 O 0.060
5 C -0.513
6 O 0.054
7 N 0.169
8 H 0.098
9 H 0.082
10 H 0.073
11 H 0.161
12 H 0.130
13 H 0.091
14 H 0.115

***

2.
Below is a cluster of 2 separate species, C4H7NO2 in total in a non-equilibrium geometry, with properties calculated with ωB97M-V/def2-TZVPD.

**Frontier orbital gap (alpha / beta)**: 8.29 / 8.29 eV
**E**: -9841.7282 eV
**Energy above the lowest of the compared OMol25 structures with the same formula, charge and spin**: 128.0 kcal/mol
**Multiplicity**: 1
**E_LUMO (alpha / beta)**: 0.89 / 0.89 eV

Positions of all 14 atoms, in Å:
C 2.409 -0.140 0.000
C -1.282 1.237 0.098
C 0.737 -1.903 -0.090
C -0.365 0.198 -0.440
N 1.989 0.942 0.102
O -0.001 0.346 -1.776
O -0.121 -0.862 0.224
H -2.095 0.723 0.539
H -0.929 1.774 0.884
H -1.491 1.869 -0.776
H 0.588 -2.304 -0.987
H 0.573 -2.665 0.748
H 2.835 -1.130 -0.042
H 0.929 0.418 -1.799

The Löwdin scheme yields these atomic charges, measured in e:
1 C -0.106
2 C 0.038
3 C -0.096
4 C -0.407
5 N 0.095
6 O 0.072
7 O -0.049
8 H 0.084
9 H 0.056
10 H 0.110
11 H 0.001
12 H 0.084
13 H 0.062
14 H 0.056

***

3.
Below is a cluster of 2 separate species, C4H7NO2 in total in a non-equilibrium geometry, with properties calculated with ωB97M-V/def2-TZVPD.

**Frontier orbital gap (alpha / beta)**: 8.41 / 8.05 eV
**E**: -9842.6269 eV
**Energy above the lowest of the compared OMol25 structures with the same formula, charge and spin**: 107.3 kcal/mol
**Multiplicity**: 1
**E_LUMO (alpha / beta)**: 0.73 / 0.53 eV

Positions of all 14 atoms, in Å:
C 0.114 1.913 -1.454
N -1.149 1.510 -0.894
C -1.591 0.609 -0.235
C 0.828 -1.320 -0.132
O 0.991 -1.131 1.155
C 0.195 -1.409 2.127
O -2.164 -0.201 0.406
H 0.913 1.246 -1.115
H 0.063 1.885 -2.546
H 0.341 2.939 -1.155
H 1.727 -1.186 -0.717
H -0.023 -1.908 -0.458
H 0.517 -1.074 3.102
H -0.762 -1.872 1.917

The Löwdin scheme yields these atomic charges, measured in e:
1 C -0.098
2 N 0.068
3 C -0.344
4 C -0.072
5 O -0.144
6 C -0.038
7 O 0.114
8 H 0.062
9 H 0.081
10 H 0.078
11 H 0.066
12 H 0.078
13 H 0.073
14 H 0.077

***

4.
Below is a structure of composition C4H7NO2 in a non-equilibrium geometry, with properties calculated with ωB97M-V/def2-TZVPD.

**Frontier orbital gap**: 10.58 eV
**E**: -9844.4003 eV
**Energy above the lowest of the compared OMol25 structures with the same formula, charge and spin**: 66.4 kcal/mol
**Multiplicity**: 1
**E_LUMO**: 0.81 eV

Positions of all 14 atoms, in Å:
C 1.090 -0.118 -0.463
C -1.040 -0.006 1.428
C 0.346 -1.164 -1.240
O 0.263 0.313 0.966
N 0.984 1.184 -0.899
C 0.246 1.857 -0.115
O -0.373 2.832 0.114
H 2.089 -0.411 -0.125
H -0.946 -0.376 2.449
H -1.636 0.910 1.412
H -1.556 -0.762 0.829
H 0.866 -1.309 -2.190
H -0.669 -0.841 -1.465
H 0.337 -2.110 -0.700

The Löwdin scheme yields these atomic charges, measured in e:
1 C -0.234
2 C -0.094
3 C -0.040
4 O -0.188
5 N 0.103
6 C -0.369
7 O 0.159
8 H 0.142
9 H 0.085
10 H 0.088
11 H 0.084
12 H 0.092
13 H 0.087
14 H 0.086

***

5.
Below is an isolated molecule of C4H7NO2 in a non-equilibrium geometry, with properties calculated with ωB97M-V/def2-TZVPD.

**SMILES string**: CC(=O)N(C)C=O
**Frontier orbital gap**: 10.99 eV
**E**: -9846.7405 eV
**Energy above the lowest of the compared OMol25 structures with the same formula, charge and spin**: 12.4 kcal/mol
**Multiplicity**: 1
**E_LUMO**: 0.73 eV

Positions of all 14 atoms, in Å:
C 1.324 1.186 0.808
N 0.175 0.198 0.460
C -0.712 -0.363 1.377
O -0.677 -0.158 2.566
C 0.129 -0.042 -0.904
O 0.953 0.506 -1.607
C -0.925 -0.956 -1.480
H 1.143 1.373 1.843
H 2.275 0.704 0.666
H 1.332 2.123 0.262
H -1.470 -1.025 0.916
H -0.841 -1.967 -1.072
H -0.772 -0.994 -2.557
H -1.934 -0.585 -1.277

The Löwdin scheme yields these atomic charges, measured in e:
1 C 0.032
2 N -0.012
3 C -0.280
4 O 0.054
5 C -0.494
6 O 0.071
7 C -0.008
8 H 0.067
9 H 0.085
10 H 0.089
11 H 0.131
12 H 0.088
13 H 0.087
14 H 0.088

***

6.
Below is an isolated molecule of C4H7NO2, with properties calculated with ωB97M-V/def2-TZVPD.

**SMILES string**: C=CO[C@]1(C)NO1
**Frontier orbital gap**: 10.82 eV
**E**: -9843.1366 eV
**Energy above the lowest of the compared OMol25 structures with the same formula, charge and spin**: 95.5 kcal/mol
**Multiplicity**: 1
**E_LUMO**: 0.97 eV

Positions of all 14 atoms, in Å:
C -1.517 0.023 -0.717
C -0.441 0.618 0.149
N -0.715 1.577 1.152
O -0.348 0.169 1.448
C 2.031 -0.904 0.445
C 1.429 -0.391 -0.615
O 0.753 0.817 -0.533
H -2.401 -0.245 -0.132
H -1.782 0.745 -1.493
H -1.137 -0.884 -1.196
H -1.733 1.607 1.280
H 2.087 -0.333 1.362
H 2.423 -1.911 0.428
H 1.351 -0.886 -1.579

The Löwdin scheme yields these atomic charges, measured in e:
1 C 0.026
2 C -0.674
3 N 0.166
4 O 0.001
5 C 0.060
6 C -0.208
7 O -0.011
8 H 0.093
9 H 0.095
10 H 0.087
11 H 0.108
12 H 0.076
13 H 0.064
14 H 0.116

***

7.
Below is an isolated molecule of C4H7NO2, with properties calculated with ωB97M-V/def2-TZVPD.

**Frontier orbital gap**: 9.34 eV
**E**: -9843.6252 eV
**Energy above the lowest of the compared OMol25 structures with the same formula, charge and spin**: 84.3 kcal/mol
**Multiplicity**: 1
**E_LUMO**: 0.33 eV

Positions of all 14 atoms, in Å:
C -0.432 1.583 0.242
C 1.450 -0.296 -1.873
C -0.063 0.359 1.076
N -0.471 -0.937 0.523
C -0.266 -1.453 -0.706
O -0.455 -2.582 -1.063
O 0.170 -0.462 -1.630
H -1.441 1.482 -0.169
H 0.260 1.748 -0.585
H -0.405 2.466 0.888
H 1.984 -1.040 -1.217
H -0.578 0.418 2.039
H 1.014 0.354 1.291
H -0.767 -1.641 1.184

The Löwdin scheme yields these atomic charges, measured in e:
1 C -0.087
2 C 0.098
3 C -0.217
4 N 0.089
5 C -0.552
6 O 0.130
7 O -0.095
8 H 0.086
9 H 0.057
10 H 0.078
11 H 0.027
12 H 0.116
13 H 0.118
14 H 0.152

***

8.
Below is an isolated molecule of C4H7NO2, with properties calculated with ωB97M-V/def2-TZVPD.

**SMILES string**: O=CN1CC(O)C1
**Frontier orbital gap**: 10.02 eV
**E**: -9845.3267 eV
**Energy above the lowest of the compared OMol25 structures with the same formula, charge and spin**: 45.0 kcal/mol
**Multiplicity**: 1
**E_LUMO**: 0.63 eV

Positions of all 14 atoms, in Å:
O -1.769 -0.118 -1.153
C -1.263 -0.240 0.149
C -0.019 -1.151 0.136
N 0.780 0.054 -0.046
C -0.250 0.851 0.597
C 2.071 0.314 -0.340
O 2.582 1.416 -0.286
H -2.445 0.571 -1.162
H -2.044 -0.489 0.879
H 0.127 -1.518 1.165
H 0.074 -1.931 -0.623
H -0.138 0.738 1.691
H -0.327 1.900 0.302
H 2.613 -0.592 -0.679

The Löwdin scheme yields these atomic charges, measured in e:
1 O -0.010
2 C -0.330
3 C -0.082
4 N -0.086
5 C -0.071
6 C -0.329
7 O 0.016
8 H 0.101
9 H 0.140
10 H 0.125
11 H 0.129
12 H 0.129
13 H 0.129
14 H 0.138

***

9.
Below is an isolated molecule of C4H7NO2, with properties calculated with ωB97M-V/def2-TZVPD.

**Frontier orbital gap**: 9.30 eV
**E**: -9843.8421 eV
**Energy above the lowest of the compared OMol25 structures with the same formula, charge and spin**: 79.3 kcal/mol
**Multiplicity**: 1
**E_LUMO**: 0.36 eV

Positions of all 14 atoms, in Å:
C -1.622 -0.232 0.732
C 0.914 -1.330 -2.211
C -0.682 0.932 0.427
N 0.733 0.603 0.622
C 1.454 -0.230 -0.148
O 2.641 -0.412 -0.154
O 0.564 -0.955 -1.003
H -1.324 -0.725 1.661
H -1.596 -0.971 -0.071
H -2.651 0.122 0.840
H 1.952 -0.944 -2.343
H -0.882 1.778 1.091
H -0.832 1.287 -0.599
H 1.289 1.164 1.246

The Löwdin scheme yields these atomic charges, measured in e:
1 C -0.084
2 C 0.113
3 C -0.220
4 N 0.086
5 C -0.534
6 O 0.115
7 O -0.106
8 H 0.081
9 H 0.067
10 H 0.075
11 H 0.017
12 H 0.118
13 H 0.119
14 H 0.152

***

10.
Below is a cluster of 2 separate species, C4H7NO2 in total in a non-equilibrium geometry, with properties calculated with ωB97M-V/def2-TZVPD.

**Frontier orbital gap (alpha / beta)**: 7.91 / 7.91 eV
**E**: -9843.0935 eV
**Energy above the lowest of the compared OMol25 structures with the same formula, charge and spin**: 96.5 kcal/mol
**Multiplicity**: 1
**E_LUMO (alpha / beta)**: 0.07 / 0.07 eV

Positions of all 14 atoms, in Å:
C 1.500 -0.170 -0.617
C -1.049 -1.016 0.058
C -0.707 0.288 -0.421
N 2.050 0.468 0.421
C -1.142 1.461 0.031
O -2.373 -1.323 0.050
O -0.212 -1.914 0.238
H -2.420 -2.284 0.189
H 1.696 1.397 0.618
H 2.248 -0.071 1.254
H 1.791 -1.200 -0.768
H 1.272 0.407 -1.504
H -0.848 2.397 -0.442
H -1.807 1.560 0.893

The Löwdin scheme yields these atomic charges, measured in e:
1 C -0.048
2 C -0.570
3 C -0.110
4 N 0.056
5 C -0.026
6 O 0.085
7 O 0.000
8 H 0.119
9 H 0.105
10 H 0.111
11 H 0.097
12 H 0.075
13 H 0.045
14 H 0.060

***

> What is the formula in the eighth record?

C4H7NO2